Entry 1:
Below is 3 unconnected molecules or ions with the total composition C3H8O2S in a non-equilibrium geometry, with properties calculated with ωB97M-V/def2-TZVPD.

- E_HOMO: -9.1 eV
- Charge: 0
- Frontier orbital gap: 0.26616 Ha
- Relative energy (zero: lowest compared OMol25 entry of this formula, charge and spin): 113.6 kcal per mole
- Molecular weight: 108.2 Da

CARTESIAN COORDINATES (ANGSTROEM)
O  -1.744  -1.726  -1.656
C  -1.665  -0.557  -1.339
C  -0.454  0.030  -0.467
C  0.744  -0.938  -0.303
S  1.177  -0.654  1.332
H  -2.285  0.203  -1.830
H  -0.812  0.257  0.576
H  -0.249  1.059  -0.974
H  0.389  -2.037  -0.447
H  1.458  -0.676  -1.175
H  0.020  -2.304  1.418
H  1.244  1.621  1.510
H  1.305  3.123  1.971
O  0.871  2.598  1.383

Mulliken population analysis, charges in e, atoms 1 to 2:
1 O -0.4766
2 C 0.0241


Entry 2:
Below is a molecular structure, C17H18Cl5N8O4STa in a non-equilibrium geometry, with properties calculated with ωB97M-V/def2-TZVPD.

- E_HOMO (spin up / spin down): -9.7 / -11.1 eV
- <S²>: 0.754
- Charge: +1
- Frontier orbital gap (spin up / spin down): 0.27007 / 0.32202 Ha
- Relative energy (zero: lowest compared OMol25 entry of this formula, charge and spin): 23.0 kcal per mole
- Multiplicity: 2
- Molecular weight: 788.7 Da

CARTESIAN COORDINATES (ANGSTROEM)
Ta  -0.396  -0.054  0.108
N  -0.009  -3.378  1.369
N  -0.065  -4.388  0.412
C  -0.016  -4.105  -0.910
N  -0.073  -5.121  -1.768
N  0.087  -2.821  -1.219
N  0.157  -2.400  -2.491
O  0.252  -3.165  -3.456
O  0.141  -1.180  -2.616
H  0.874  -3.406  1.864
H  -0.769  -3.484  2.026
H  -0.083  -5.352  0.701
H  -0.208  -6.071  -1.471
H  0.031  -4.889  -2.745
O  0.784  0.289  1.878
N  2.107  0.277  2.036
C  2.598  0.590  3.251
C  3.947  0.615  3.467
C  4.808  0.312  2.406
C  4.284  0.006  1.175
C  2.897  -0.005  0.975
S  2.135  -0.342  -0.514
H  1.855  0.814  4.001
H  4.324  0.871  4.445
H  5.879  0.326  2.557
H  4.914  -0.224  0.327
C  -3.025  -1.541  -0.866
O  -1.854  -0.864  -0.510
H  -2.810  -2.307  -1.615
H  -3.751  -0.842  -1.283
H  -3.468  -2.019  0.008
Cl  -0.009  3.256  0.593
C  -1.322  2.634  1.521
C  -1.501  1.259  1.461
C  -2.357  0.700  2.395
Cl  -2.270  -1.025  2.471
C  -3.126  1.455  3.264
Cl  -4.174  0.708  4.399
C  -3.011  2.848  3.211
Cl  -3.981  3.823  4.233
C  -2.075  3.445  2.360
Cl  -1.848  5.144  2.373
C  1.047  3.327  -4.320
N  0.217  2.555  -3.413
C  -1.143  2.400  -3.492
C  -1.501  1.624  -2.434
N  -0.375  1.310  -1.715
C  0.642  1.884  -2.333
H  0.591  3.339  -5.306
H  2.032  2.873  -4.393
H  1.152  4.352  -3.965
H  -1.726  2.838  -4.283
H  -2.479  1.285  -2.142
H  1.672  1.827  -2.026

Mulliken population analysis, charges in e, atoms 1 to 2:
1 Ta 1.6172
2 N -0.3731


Entry 3:
Below is a molecular structure, C4H24F12O24S4Zn in a non-equilibrium geometry, with properties calculated with ωB97M-V/def2-TZVPD.

- E_HOMO (spin up / spin down): -5.1 / -5.1 eV
- <S²>: 0.766
- Charge: -1
- Frontier orbital gap (spin up / spin down): 0.17282 / 0.06796 Ha
- Multiplicity: 2
- Molecular weight: 877.8 Da

CARTESIAN COORDINATES (ANGSTROEM)
Zn  -13.531  6.833  -1.042
C  -16.738  5.810  1.963
F  -17.269  5.400  0.767
F  -17.025  7.097  2.087
F  -17.335  5.266  3.059
S  -14.779  5.651  1.954
O  -14.583  4.173  2.143
O  -14.234  6.120  0.649
O  -14.288  6.472  3.035
C  -15.339  13.902  2.999
F  -13.941  13.801  2.885
F  -15.770  14.722  2.094
F  -15.900  12.688  3.032
S  -15.575  14.763  4.738
O  -15.242  13.704  5.689
O  -14.737  15.950  4.765
O  -17.049  15.089  4.799
C  -15.690  10.347  -0.005
F  -16.180  10.664  1.215
F  -16.345  9.330  -0.587
F  -15.823  11.466  -0.800
S  -13.833  9.944  0.106
O  -13.507  9.839  1.535
O  -13.630  8.645  -0.536
O  -12.994  11.021  -0.477
C  -19.503  10.939  1.892
F  -19.708  10.694  0.568
F  -19.133  9.752  2.508
F  -18.451  11.777  1.978
S  -21.085  11.671  2.619
O  -20.799  11.727  4.088
O  -21.196  13.055  2.109
O  -22.199  10.795  2.242
O  -14.491  8.870  3.752
H  -14.005  8.046  3.721
H  -14.238  9.329  2.951
O  -11.760  9.991  -2.888
H  -11.201  10.724  -3.144
H  -12.385  10.371  -2.270
O  -17.070  9.581  4.258
H  -17.211  10.176  3.521
H  -16.155  9.311  4.176
O  -11.615  6.836  -0.235
H  -11.265  6.259  0.444
H  -10.887  7.418  -0.453
O  -11.732  13.111  0.265
H  -12.423  13.771  0.224
H  -12.188  12.278  0.146
O  -12.754  13.255  -2.826
H  -13.580  12.882  -3.132
H  -12.916  13.480  -1.910
O  -15.486  6.782  -1.633
H  -15.740  5.993  -2.112
H  -16.254  7.351  -1.683
O  -9.777  10.902  -0.523
H  -9.467  11.280  -1.346
H  -10.677  11.215  -0.439
O  -17.955  11.304  -2.524
H  -17.842  11.703  -1.662
H  -18.325  10.440  -2.343
O  -15.273  12.448  -3.377
H  -16.158  12.297  -3.046
H  -15.074  11.668  -3.895
O  -12.979  7.565  -2.872
H  -12.315  8.229  -3.055
H  -13.305  7.306  -3.734
O  -10.825  9.956  2.534
H  -10.774  10.911  2.568
H  -11.731  9.772  2.287

Mulliken population analysis, charges in e, atoms 1 to 2:
1 Zn 0.3984
2 C 0.5678


Entry 4:
Below is C7H6O in the gas phase in a non-equilibrium geometry, with properties calculated with ωB97M-V/def2-TZVPD.

- E_HOMO: -9.0 eV
- SMILES string: C=C=C1C[C@]12CC2=O
- Charge: 0
- Frontier orbital gap: 0.35475 Ha
- Relative energy (zero: lowest compared OMol25 entry of this formula, charge and spin): 101.4 kcal per mole
- Molecular weight: 106.1 Da

CARTESIAN COORDINATES (ANGSTROEM)
C  -2.660  1.381  0.157
C  -1.611  0.669  -0.251
C  -0.672  -0.191  -0.489
C  0.140  -1.222  -1.154
C  0.663  -0.412  0.043
C  1.703  -0.479  1.166
C  1.831  0.354  0.022
O  2.589  1.051  -0.528
H  -2.551  2.464  0.049
H  -3.545  0.921  0.515
H  -0.277  -2.234  -0.992
H  0.609  -0.926  -2.074
H  1.475  0.030  2.230
H  2.307  -1.407  1.307

Mulliken population analysis, charges in e, atoms 1 to 2:
1 C -1.0089
2 C 0.1139


Entry 5:
Below is C4H4N2O2 in the gas phase in a non-equilibrium geometry, with properties calculated with ωB97M-V/def2-TZVPD.

- E_HOMO: -10.1 eV
- Charge: 0
- Frontier orbital gap: 0.37379 Ha
- Relative energy (zero: lowest compared OMol25 entry of this formula, charge and spin): 159.2 kcal per mole
- Molecular weight: 112.1 Da

CARTESIAN COORDINATES (ANGSTROEM)
C  0.548  0.499  1.437
C  0.083  -0.486  -0.074
C  -0.784  -0.494  -1.454
C  -0.197  0.951  0.221
H  0.992  -1.726  1.386
H  1.089  -0.514  -0.436
H  -1.190  -1.464  -1.978
H  -1.231  1.020  0.417
N  0.053  -0.905  1.318
N  -0.620  0.633  -1.957
O  1.293  0.965  2.169
O  -0.035  1.520  -1.049

Mulliken population analysis, charges in e, atoms 1 to 2:
1 C 0.2895
2 C 0.0455


Entry 6:
Below is 2 unconnected molecules or ions with the total composition CH5BrP2 in a non-equilibrium geometry, with properties calculated with ωB97M-V/def2-TZVPD.

- E_HOMO (spin up / spin down): -8.7 / -7.8 eV
- Charge: 0
- Frontier orbital gap (spin up / spin down): 0.30803 / 0.24027 Ha
- Relative energy (zero: lowest compared OMol25 entry of this formula, charge and spin): 91.1 kcal per mole
- Molecular weight: 158.9 Da

CARTESIAN COORDINATES (ANGSTROEM)
C  -0.172  -0.640  2.124
P  -0.601  0.350  -2.994
P  -0.292  -0.125  0.483
Br  0.666  -2.291  2.440
H  -0.694  -0.167  2.941
H  -0.281  1.693  -2.711
H  0.742  0.106  -3.409
H  -0.424  1.157  0.826
H  1.056  -0.083  0.300

Mulliken population analysis, charges in e, atoms 1 to 2:
1 C -0.3972
2 P -0.0888


Entry 7:
Below is a molecular structure, C6H10 in a non-equilibrium geometry, with properties calculated with ωB97M-V/def2-TZVPD.

- E_HOMO: -8.6 eV
- Charge: 0
- Frontier orbital gap: 0.36019 Ha
- Relative energy (zero: lowest compared OMol25 entry of this formula, charge and spin): 95.0 kcal per mole
- Molecular weight: 82.1 Da

CARTESIAN COORDINATES (ANGSTROEM)
C  -0.693  0.771  -1.754
C  -0.454  0.884  -0.200
C  0.090  0.291  1.413
C  0.559  -1.137  1.448
C  0.944  -0.880  -0.012
C  0.932  0.669  0.253
H  -1.740  0.661  -2.052
H  -0.104  0.000  -2.268
H  -0.355  1.737  -2.188
H  -1.058  1.695  0.159
H  -0.397  0.873  2.197
H  1.491  -1.309  1.997
H  -0.170  -1.916  1.687
H  -0.064  -0.897  -0.466
H  1.838  -1.396  -0.392
H  1.764  1.355  0.133

Mulliken population analysis, charges in e, atoms 1 to 2:
1 C -1.2773
2 C -0.4158